{"formula": "C43H49AsFN4OsS2", "method": "ωB97M-V/def2-TZVPD", "charge": 1, "gap_ev": [6.795, 6.794], "max_force_ev_per_a": 1.22, "energy_ev": -139035.850, "lumo_ev": [-3.608, -3.608], "symbols": ["Os", "S", "C", "N", "C", "C", "C", "C", "C", "C", "S", "H", "H", "H", "H", "F", "C", "C", "C", "C", "C", "C", "H", "H", "H", "H", "C", "C", "N", "C", "C", "C", "C", "N", "H", "H", "H", "H", "H", "H", "H", "H", "H", "H", "H", "H", "H", "H", "C", "C", "C", "C", "C", "C", "As", "N", "C", "C", "C", "C", "C", "C", "C", "C", "C", "C", "C", "C", "C", "C", "C", "C", "C", "C", "H", "H", "H", "H", "H", "H", "H", "H", "H", "H", "H", "H", "H", "H", "H", "H", "H", "H", "H", "H", "H", "H", "H", "H", "H", "H", "H"], "xyz": [[-1.7415, -0.5556, 0.3388], [-3.4950, -2.0893, 0.1066], [-4.4491, -0.6476, 0.1436], [-3.7046, 0.4055, 0.4051], [-4.4648, 1.5512, 0.5948], [-4.0033, 2.8040, 0.9841], [-4.9182, 3.8329, 1.1043], [-6.2757, 3.6243, 0.8485], [-6.7485, 2.3759, 0.4879], [-5.8304, 1.3397, 0.3719], [-6.1331, -0.3381, -0.0204], [-2.9560, 2.9475, 1.2101], [-4.5812, 4.8142, 1.4114], [-6.9707, 4.4468, 0.9493], [-7.8036, 2.2121, 0.3149], [-2.3129, 0.3076, 6.4271], [-2.2018, 0.1004, 5.1051], [-1.5608, 1.0497, 4.3351], [-1.4443, 0.8138, 2.9737], [-1.9503, -0.3404, 2.3702], [-2.6142, -1.2569, 3.1961], [-2.7352, -1.0526, 4.5620], [-1.1644, 1.9426, 4.8006], [-0.9272, 1.5509, 2.3726], [-3.0549, -2.1494, 2.7727], [-3.2384, -1.7631, 5.2043], [0.5511, 2.0485, -3.8528], [-0.9484, 2.2468, -4.0382], [-1.7450, 1.5769, -3.0009], [-2.4413, 2.4436, -2.0491], [-1.5372, 3.0998, -1.0292], [-1.7928, 0.2444, -2.9230], [-1.5883, -0.5355, -4.2000], [-2.0626, -0.4251, -1.8278], [1.1025, 2.6563, -4.5708], [0.8471, 1.0084, -3.9998], [0.8567, 2.3395, -2.8463], [-1.2612, 1.9168, -5.0289], [-1.1936, 3.3053, -3.9730], [-3.2171, 1.8494, -1.5711], [-2.9403, 3.2081, -2.6483], [-0.6821, 3.5818, -1.5073], [-1.1596, 2.3588, -0.3285], [-2.0825, 3.8647, -0.4771], [-1.9313, 0.0112, -5.0738], [-2.1417, -1.4709, -4.1374], [-0.5350, -0.7826, -4.3356], [-2.3212, -1.3731, -2.0789], [5.1790, -2.2195, -4.4548], [4.1494, -1.7220, -3.4805], [4.3632, -0.5838, -2.7185], [3.4250, -0.1167, -1.8045], [3.7406, 1.1809, -1.1018], [2.2401, -0.8454, -1.6130], [1.0245, -0.0962, -0.2573], [-0.1362, -1.5061, 0.3907], [0.1444, -2.8682, 0.6881], [-0.8385, -3.6741, 1.2662], [-0.5756, -5.0030, 1.5524], [0.6673, -5.5530, 1.2739], [1.6461, -4.7575, 0.6977], [1.3850, -3.4287, 0.4111], [2.0719, 0.3628, 1.3569], [3.0029, -0.4398, 2.0412], [3.7469, -1.6198, 1.4666], [3.3794, -0.0824, 3.3334], [2.9139, 1.0609, 3.9611], [3.3299, 1.4139, 5.3603], [2.1309, 1.9213, 3.2069], [1.7339, 1.6139, 1.9127], [1.0811, 2.7398, 1.1429], [1.9536, -1.9416, -2.4467], [0.6571, -2.7121, -2.4575], [2.9255, -2.3629, -3.3474], [6.0689, -1.5925, -4.4468], [4.7800, -2.2308, -5.4702], [5.4806, -3.2398, -4.2133], [5.2843, -0.0251, -2.8449], [4.3873, 1.7843, -1.7374], [4.2558, 1.0211, -0.1528], [2.8532, 1.7784, -0.8873], [-1.8040, -3.2643, 1.5103], [-1.3520, -5.6097, 2.0000], [0.8704, -6.5902, 1.5053], [2.6186, -5.1710, 0.4615], [2.1366, -2.8378, -0.0782], [3.7312, -1.6478, 0.3803], [3.3668, -2.5647, 1.8526], [4.7918, -1.5460, 1.7700], [4.0862, -0.7196, 3.8549], [3.7587, 0.5556, 5.8749], [2.4805, 1.7728, 5.9422], [4.0787, 2.2083, 5.3508], [1.8422, 2.8814, 3.6240], [1.5928, 3.6700, 1.3915], [0.0292, 2.8846, 1.3924], [1.1436, 2.6132, 0.0651], [-0.1576, -2.1690, -1.9902], [0.7554, -3.6688, -1.9457], [0.3768, -2.9299, -3.4887], [2.7067, -3.2224, -3.9736]], "forces_ev_per_angstrom": [[0.693, 0.394, -0.918], [-0.468, -0.164, 0.128], [0.315, 0.044, 0.140], [-0.174, -0.043, 0.001], [-0.067, -0.086, -0.052], [-0.071, -0.010, 0.116], [0.039, -0.027, 0.012], [-0.033, 0.010, -0.015], [-0.012, 0.005, 0.024], [0.021, 0.009, -0.027], [-0.018, -0.003, 0.032], [-0.067, -0.034, 0.043], [-0.001, -0.005, 0.008], [0.002, -0.007, 0.003], [0.010, -0.009, -0.008], [-0.009, 0.005, 0.037], [-0.007, 0.002, -0.003], [-0.007, -0.010, -0.014], [0.066, -0.018, 0.007], [-0.182, 0.007, 0.042], [0.017, -0.001, 0.017], [0.014, 0.033, -0.015], [0.009, -0.011, -0.006], [-0.030, -0.040, 0.016], [-0.015, 0.016, 0.048], [0.010, -0.002, -0.011], [0.005, -0.014, 0.013], [-0.014, -0.022, 0.023], [0.199, -0.030, 0.121], [-0.012, -0.024, -0.004], [0.103, 0.094, -0.050], [-0.061, -0.032, -0.166], [0.073, -0.013, 0.043], [-0.240, 0.038, 0.143], [-0.008, -0.011, 0.002], [-0.012, 0.004, 0.010], [-0.002, 0.023, -0.005], [0.003, 0.015, -0.008], [-0.006, 0.012, -0.001], [0.068, 0.007, -0.001], [-0.037, -0.015, -0.018], [-0.007, 0.001, -0.022], [0.023, -0.040, 0.023], [0.060, -0.012, -0.083], [-0.023, -0.018, 0.002], [0.035, -0.017, 0.006], [0.015, 0.011, -0.001], [0.023, -0.037, 0.025], [0.000, -0.010, -0.005], [-0.006, 0.021, 0.001], [0.008, 0.006, -0.013], [0.017, 0.039, -0.047], [0.045, 0.001, 0.039], [-0.148, 0.056, -0.111], [-0.208, -0.073, 0.810], [0.098, -0.269, -0.340], [0.017, 0.142, 0.142], [0.034, 0.026, 0.056], [-0.016, -0.012, -0.009], [0.002, -0.017, 0.014], [-0.010, -0.006, 0.010], [-0.010, -0.063, -0.005], [0.085, -0.079, -0.073], [-0.009, -0.021, 0.020], [-0.046, -0.008, -0.032], [-0.031, -0.004, 0.016], [0.023, -0.005, -0.025], [-0.020, 0.003, 0.012], [-0.009, 0.019, -0.008], [0.027, 0.063, 0.009], [-0.051, 0.004, -0.001], [0.016, 0.014, 0.031], [-0.004, 0.028, -0.089], [0.006, -0.003, -0.004], [-0.005, -0.002, 0.002], [0.001, -0.001, 0.006], [-0.004, 0.008, 0.005], [-0.013, 0.000, -0.006], [0.016, -0.002, 0.009], [-0.021, -0.009, -0.010], [0.015, -0.020, -0.044], [0.020, 0.045, 0.040], [0.016, 0.004, 0.011], [-0.006, 0.007, -0.012], [-0.006, 0.002, 0.008], [0.084, 0.065, 0.029], [-0.044, 0.004, -0.027], [-0.015, -0.010, -0.008], [-0.002, -0.001, -0.004], [-0.012, -0.002, -0.001], [-0.002, 0.000, -0.006], [-0.001, -0.006, -0.006], [-0.003, -0.001, -0.004], [0.024, 0.004, -0.008], [0.002, -0.001, -0.004], [0.018, 0.004, 0.002], [-0.028, 0.000, -0.011], [-0.060, 0.041, 0.028], [-0.003, 0.005, -0.030], [-0.008, 0.021, -0.013], [0.000, 0.014, 0.001]], "mulliken_charge": [1.79, -0.63, 0.56, 0.67, -1.80, 0.43, -1.19, -0.58, -0.56, 1.03, -0.25, 0.85, 0.45, 0.40, 0.42, -0.35, 0.08, -0.90, 0.28, 0.09, -0.19, -1.06, 0.56, 0.36, 0.44, 0.51, -0.47, -1.11, 0.37, -1.31, -0.44, 0.59, -2.07, -0.27, 0.55, 0.12, -0.06, 0.48, 0.46, 0.37, 0.38, 0.57, -0.35, 0.62, 0.46, 0.53, 0.25, 0.30, -1.64, 0.52, -0.79, 0.28, -1.83, 1.19, 1.00, -0.16, 1.73, -0.60, -1.08, -0.87, -0.91, -0.57, 1.31, 0.52, -1.86, -0.81, 0.42, -1.64, -0.85, 0.16, -1.30, 0.45, -1.14, -0.94, 0.40, 0.35, 0.35, 0.41, 0.63, 0.29, 0.00, -0.21, 0.46, 0.42, 0.46, 0.59, 0.01, 0.36, 0.63, 0.49, 0.39, 0.38, 0.32, 0.52, 0.58, 0.34, -0.27, -0.47, 0.34, 0.72, 0.52]}


{"formula": "C43H49ClMoN5OSi", "method": "ωB97M-V/def2-TZVPD", "s2": 2.018, "charge": 1, "spin_multiplicity": 3, "gap_ev": [6.752, 6.594], "max_force_ev_per_a": 1.39, "energy_ev": -77134.841, "lumo_ev": [-3.331, -3.493], "symbols": ["Mo", "C", "C", "C", "N", "C", "C", "C", "C", "C", "C", "C", "N", "C", "C", "C", "N", "C", "C", "C", "C", "C", "C", "C", "N", "C", "C", "H", "H", "H", "H", "H", "H", "H", "H", "H", "H", "H", "H", "H", "H", "H", "H", "H", "H", "H", "H", "H", "H", "H", "H", "H", "H", "C", "C", "C", "C", "Si", "O", "C", "C", "C", "C", "C", "C", "C", "C", "C", "C", "C", "C", "H", "H", "H", "H", "H", "H", "H", "H", "H", "H", "H", "H", "H", "H", "H", "H", "H", "H", "H", "Cl", "C", "C", "C", "C", "N", "C", "H", "H", "H", "H"], "xyz": [[-0.3199, 0.3076, -0.6798], [-3.2593, 1.3301, 1.1588], [-3.9926, -0.0095, 1.0406], [-3.4932, -0.9896, -0.0191], [-2.0417, -1.1866, 0.0553], [-1.4987, -1.9580, -0.8208], [-2.1741, -2.6435, -1.9808], [-2.3014, -4.2002, -1.7727], [-1.8943, -4.8005, -0.4655], [-0.7552, -4.5359, 0.1777], [0.2535, -3.5421, -0.1974], [-0.0391, -2.3262, -0.6731], [0.7684, -1.2606, -1.0731], [2.1664, -1.4972, -1.3811], [2.8728, -0.2222, -1.8437], [1.9818, 0.6660, -2.7032], [0.9226, 1.3487, -1.9569], [0.6654, 2.6591, -2.0775], [1.6276, 3.5726, -2.5334], [1.5894, 4.9410, -2.7118], [0.5457, 5.8316, -2.5131], [-0.7236, 5.5117, -2.0828], [-1.2674, 4.2778, -1.7466], [-0.7221, 2.9952, -1.7131], [-1.4548, 1.9202, -1.3402], [-2.9157, 2.0063, -1.3200], [-3.5053, 2.3494, 0.0474], [-2.1862, 1.1609, 1.2819], [-3.5854, 1.7897, 2.0951], [-5.0526, 0.1747, 0.8418], [-3.9465, -0.5070, 2.0121], [-3.8030, -0.6744, -1.0165], [-3.9602, -1.9634, 0.1519], [-3.1060, -2.1571, -2.2720], [-3.2953, -4.5346, -2.0613], [-2.5545, -5.5550, -0.0546], [-0.5238, -5.1141, 1.0650], [1.2940, -3.8144, -0.0543], [2.2297, -2.2867, -2.1371], [2.6630, -1.8681, -0.4785], [3.7362, -0.5142, -2.4428], [3.2476, 0.3384, -0.9855], [1.4912, 0.0351, -3.4525], [2.5881, 1.3752, -3.2598], [2.5920, 3.1323, -2.7452], [2.5222, 5.3782, -3.0491], [0.7488, 6.8758, -2.7126], [-1.4107, 6.3441, -1.9832], [-2.3002, 4.3393, -1.4340], [-3.2999, 1.0507, -1.6707], [-3.2519, 2.7342, -2.0617], [-4.5806, 2.5099, -0.0732], [-3.0851, 3.3061, 0.3710], [-0.0188, 2.9247, 3.3170], [0.3704, 1.5195, 3.7946], [1.4292, 1.6283, 4.9023], [-0.8693, 0.8180, 4.3628], [1.1288, 0.5893, 2.3450], [0.0888, 0.7611, 1.0565], [2.7117, 1.4570, 1.8225], [3.9536, 1.2532, 2.4330], [5.0653, 2.0026, 2.0693], [4.9541, 2.9892, 1.0992], [3.7254, 3.2288, 0.5000], [2.6210, 2.4684, 0.8596], [1.3322, -1.2437, 2.6288], [0.1896, -2.0074, 2.9004], [0.2819, -3.3638, 3.1689], [1.5222, -3.9914, 3.1550], [2.6612, -3.2609, 2.8508], [2.5642, -1.8986, 2.5930], [-0.4285, 3.4961, 4.1559], [-0.7811, 2.8844, 2.5337], [0.8421, 3.4754, 2.9298], [0.9926, 2.1136, 5.7806], [2.2889, 2.2217, 4.5868], [1.7879, 0.6433, 5.2167], [-1.2786, 1.4126, 5.1855], [-0.6269, -0.1690, 4.7588], [-1.6589, 0.7052, 3.6122], [4.0600, 0.5125, 3.2169], [6.0173, 1.8237, 2.5526], [5.8196, 3.5780, 0.8234], [3.6225, 4.0120, -0.2419], [1.6682, 2.6736, 0.3883], [-0.7890, -1.5384, 2.8976], [-0.6127, -3.9338, 3.3871], [1.5987, -5.0490, 3.3759], [3.6285, -3.7468, 2.8265], [3.4656, -1.3487, 2.3515], [-2.1597, -6.6962, -3.9833], [-1.8120, -5.0174, -4.1928], [-1.9810, -4.3775, -5.3453], [-1.7316, -2.9392, -5.4332], [-1.4563, -2.2387, -4.3315], [-1.2529, -2.8650, -3.0989], [-1.3022, -4.3338, -2.9670], [-2.3309, -4.9121, -6.2181], [-1.8118, -2.4424, -6.3889], [-1.3520, -1.1588, -4.3321], [-0.3437, -4.7603, -2.6541]], "forces_ev_per_angstrom": [[0.435, 1.098, -0.725], [0.001, -0.033, -0.025], [-0.006, 0.030, -0.001], [-0.076, 0.158, 0.260], [0.158, 0.008, -0.457], [-0.097, -0.646, 0.181], [-0.031, -0.006, 0.097], [0.080, 0.054, -0.001], [-0.026, -0.010, -0.007], [-0.027, 0.007, 0.057], [0.460, 0.125, -0.296], [-0.472, -0.156, -0.201], [-0.432, -0.334, 0.196], [0.075, 0.030, 0.133], [-0.105, 0.001, 0.037], [0.107, -0.088, -0.012], [-0.120, -0.082, 0.292], [-0.196, -0.055, -0.128], [0.053, -0.010, -0.035], [-0.023, -0.047, -0.002], [-0.004, 0.052, 0.000], [0.013, -0.009, 0.004], [-0.081, 0.056, -0.004], [0.218, 0.105, 0.086], [0.162, -0.437, -0.184], [-0.060, 0.020, 0.094], [0.026, 0.022, 0.024], [-0.073, -0.004, 0.018], [0.014, -0.003, -0.003], [-0.014, -0.023, 0.036], [0.039, -0.009, -0.006], [0.036, 0.002, -0.035], [-0.019, -0.004, -0.001], [-0.032, 0.013, 0.005], [-0.016, -0.009, 0.017], [0.027, -0.012, -0.012], [-0.007, -0.022, 0.001], [0.007, 0.033, 0.069], [-0.044, 0.038, -0.058], [0.007, -0.085, -0.020], [0.041, 0.008, 0.046], [-0.050, 0.082, 0.020], [-0.015, 0.042, -0.032], [0.041, 0.005, 0.038], [0.000, 0.024, 0.017], [0.006, -0.001, -0.001], [-0.004, -0.004, 0.000], [0.001, 0.003, -0.002], [0.002, -0.016, -0.008], [0.009, -0.010, 0.004], [0.022, 0.002, -0.026], [-0.018, -0.025, -0.026], [-0.027, 0.016, 0.004], [-0.006, 0.002, 0.030], [-0.008, -0.026, 0.029], [-0.048, -0.029, 0.006], [0.001, 0.014, -0.060], [0.263, 0.155, -0.092], [-0.184, 0.060, 0.506], [-0.059, 0.005, 0.119], [0.010, 0.053, -0.068], [-0.008, -0.013, 0.012], [0.000, -0.013, 0.006], [-0.015, -0.046, -0.010], [0.089, -0.046, 0.006], [-0.032, 0.027, 0.021], [0.010, -0.029, 0.027], [0.061, -0.006, 0.019], [-0.053, 0.009, -0.014], [0.003, 0.012, -0.004], [0.007, -0.066, -0.045], [0.003, 0.012, -0.019], [0.008, 0.013, 0.013], [-0.013, -0.003, 0.001], [0.019, 0.000, -0.006], [0.005, -0.005, -0.007], [-0.002, 0.017, 0.015], [-0.010, 0.002, -0.013], [-0.017, 0.008, 0.026], [0.048, -0.008, 0.024], [0.012, 0.014, 0.009], [-0.007, 0.004, -0.005], [-0.004, -0.004, 0.002], [0.014, 0.005, 0.019], [-0.034, 0.019, 0.021], [0.041, -0.023, -0.014], [0.002, 0.008, 0.020], [0.001, 0.008, -0.004], [-0.006, -0.005, 0.001], [-0.011, -0.014, 0.010], [-0.007, -0.019, 0.017], [0.006, 0.039, 0.000], [0.005, -0.043, -0.011], [-0.003, 0.049, -0.042], [0.012, 0.010, 0.038], [-0.034, -0.014, 0.006], [-0.048, -0.021, -0.031], [-0.002, 0.010, 0.009], [0.008, -0.010, 0.006], [0.006, 0.002, 0.001], [0.013, -0.007, 0.000]], "mulliken_charge": [-1.48, 1.09, -1.73, -0.95, 0.53, 0.27, -0.35, 0.37, -1.34, -0.79, -0.45, 0.56, 0.98, -1.00, -0.55, -1.11, 0.31, 1.34, -0.68, -0.71, -0.75, -0.98, -0.49, 1.29, 0.34, -1.46, -0.77, -1.15, 0.67, 0.41, 0.49, 0.44, 0.51, 0.64, 0.70, 0.48, 0.65, 0.43, 0.36, 0.30, 0.62, -0.06, 0.20, 0.52, 0.11, 0.37, 0.38, 0.38, 0.22, 0.31, 0.61, 0.45, 0.40, -1.52, 2.22, -1.85, -1.73, -1.96, 1.84, 0.81, -0.67, -0.81, -0.78, -0.65, -0.16, 1.31, 0.09, -0.85, -0.70, -0.91, -0.34, 0.54, 0.03, 0.30, 0.52, 0.35, 0.30, 0.57, 0.35, 0.08, 0.43, 0.45, 0.41, 0.52, 0.27, 0.27, 0.41, 0.41, 0.44, 0.34, -0.20, -0.75, -0.20, -0.89, -0.21, 0.31, 0.00, 0.47, 0.40, 0.37, 0.45]}